# 1
{"formula": "C28H38N4O4", "method": "wB97M-V/def2-TZVPD", "elements": ["C", "C", "O", "C", "C", "C", "O", "C", "C", "C", "C", "O", "C", "C", "C", "O", "H", "H", "H", "H", "H", "H", "H", "H", "H", "H", "C", "C", "C", "C", "N", "H", "H", "H", "H", "H", "H", "H", "C", "C", "C", "C", "N", "H", "H", "H", "H", "H", "H", "H", "C", "C", "C", "C", "N", "H", "H", "H", "H", "H", "H", "H", "C", "C", "C", "C", "N", "H", "H", "H", "H", "H", "H", "H"], "positions_angstrom": [[-0.68475, 2.26927, 0.06152], [-1.84825, 1.73409, -0.74173], [-2.75281, 0.83553, -0.05579], [-2.43612, 0.43405, 1.20363], [-3.07988, 1.05114, 2.26707], [-2.80898, 0.64500, 3.56452], [-3.46580, 1.21530, 4.62160], [-1.89850, -0.36772, 3.80646], [-1.25818, -0.97606, 2.74854], [-1.52467, -0.59440, 1.42320], [-0.80289, -1.29253, 0.32657], [-1.25864, -1.48446, -0.78060], [0.55435, -1.80249, 0.68787], [0.79912, -2.16606, 1.94602], [-0.24860, -2.04534, 2.99019], [-0.26905, -2.76575, 3.96365], [0.01333, 1.49499, 0.37929], [-1.00133, 2.86708, 0.91502], [-0.13660, 2.93518, -0.60887], [-1.48113, 1.20553, -1.62105], [-2.46192, 2.57628, -1.05860], [-3.78533, 1.83650, 2.03756], [-3.33179, 2.16758, 4.65622], [-1.69661, -0.67722, 4.82200], [1.27168, -1.87937, -0.12061], [1.76760, -2.54698, 2.24256], [-0.26248, -4.86020, -1.94543], [-1.67309, -4.74626, -2.50766], [-2.29091, -6.10516, -2.85105], [-1.57380, -6.77327, -3.93637], [-1.01456, -7.29147, -4.79462], [0.42449, -5.29483, -2.67579], [0.10955, -3.87081, -1.67492], [-0.24361, -5.48434, -1.04985], [-1.66451, -4.11222, -3.39564], [-2.30989, -4.25067, -1.77406], [-3.33172, -5.97934, -3.15321], [-2.29184, -6.75445, -1.97367], [1.56413, -2.20699, -5.53635], [2.92111, -2.73422, -5.08442], [2.89387, -3.28110, -3.65331], [2.61336, -2.23595, -2.67199], [2.37725, -1.42074, -1.89858], [1.24323, -1.36079, -4.92651], [1.60933, -1.87254, -6.57239], [0.80030, -2.98358, -5.46767], [3.67086, -1.94436, -5.16083], [3.24031, -3.53948, -5.74764], [3.85218, -3.73853, -3.40198], [2.13475, -4.06017, -3.56123], [3.58008, 1.80351, -2.71100], [3.62694, 2.99332, -3.66255], [3.33149, 4.32535, -2.96486], [1.96527, 4.38510, -2.44978], [0.89060, 4.43247, -2.04962], [2.58481, 1.66665, -2.28706], [3.84057, 0.88315, -3.23190], [4.28500, 1.93295, -1.88732], [2.91604, 2.84298, -4.47701], [4.61802, 3.06232, -4.11497], [3.47159, 5.15494, -3.65970], [4.02657, 4.48149, -2.13799], [-1.07286, 3.51859, 7.69841], [-1.26500, 4.98911, 7.34555], [-2.28762, 5.19876, 6.22377], [-1.83614, 4.62143, 4.95806], [-1.47250, 4.15434, 3.97378], [-0.67011, 2.95691, 6.85406], [-0.37673, 3.41227, 8.52967], [-2.01814, 3.05836, 7.99206], [-0.30944, 5.42854, 7.05524], [-1.61116, 5.53471, 8.22481], [-2.46798, 6.26376, 6.07003], [-3.24462, 4.74986, 6.49662]], "forces_ev_per_angstrom": [[0.1, 0.1, -0.3], [0.1, 0.0, 0.1], [-0.1, 0.2, 0.2], [-0.1, 0.0, -0.4], [0.2, -0.2, 0.0], [-0.2, 0.5, -0.3], [0.0, -0.2, 0.5], [0.0, -0.3, 0.4], [-0.1, 0.1, -0.4], [0.1, -0.1, 0.3], [0.0, -0.1, 0.0], [0.1, 0.1, 0.0], [-0.2, 0.0, 0.2], [0.3, 0.2, -0.3], [0.0, -0.1, 0.0], [0.1, 0.2, 0.1], [-0.1, -0.1, 0.1], [0.0, -0.1, 0.1], [0.0, 0.0, 0.1], [-0.1, 0.0, -0.1], [-0.1, 0.0, -0.1], [0.0, 0.1, 0.1], [0.1, 0.1, -0.4], [0.0, 0.0, 0.0], [-0.1, -0.1, 0.1], [-0.1, -0.2, 0.1], [0.0, 0.1, 0.0], [0.1, 0.1, 0.1], [-0.1, 0.2, 0.0], [-0.1, -0.1, 0.0], [0.1, 0.0, 0.0], [-0.1, -0.1, 0.0], [0.0, 0.0, 0.0], [0.0, 0.0, 0.0], [-0.1, 0.0, 0.0], [0.0, 0.0, 0.0], [0.0, 0.0, -0.1], [0.1, 0.0, 0.0], [0.0, 0.0, 0.0], [-0.1, 0.0, -0.1], [0.2, -0.1, -0.2], [-0.1, -0.1, 0.1], [0.2, 0.1, -0.2], [0.0, 0.0, 0.0], [0.0, 0.0, 0.0], [0.0, 0.0, 0.0], [0.0, 0.0, 0.0], [0.0, 0.0, 0.0], [0.0, 0.0, 0.1], [0.0, 0.1, 0.0], [0.0, 0.1, -0.1], [0.0, -0.2, 0.1], [0.1, 0.0, -0.2], [0.0, 0.1, 0.1], [0.0, 0.0, -0.1], [0.0, 0.0, 0.0], [0.0, 0.0, 0.0], [0.0, 0.0, 0.0], [0.0, 0.1, 0.0], [0.0, 0.1, 0.0], [-0.1, 0.0, 0.0], [0.0, 0.0, 0.1], [0.0, 0.0, 0.0], [0.0, -0.2, 0.1], [0.1, 0.2, 0.1], [-0.1, -0.1, 0.0], [-0.1, -0.1, 0.0], [0.0, 0.0, 0.0], [0.0, 0.0, 0.0], [0.0, 0.0, 0.0], [0.0, 0.0, 0.0], [0.0, 0.0, 0.0], [0.0, 0.0, -0.1], [0.0, 0.0, 0.0]], "mulliken_charge": [-0.334, -0.550, -0.558, -0.078, -0.077, 0.186, -0.631, -0.694, 0.698, 0.484, 0.465, -0.604, -0.178, -0.670, -0.007, -0.590, 0.218, 0.224, 0.070, 0.254, 0.396, 0.516, 0.256, 0.536, 0.340, 0.450, -0.679, -0.269, -0.566, 0.262, -0.446, 0.329, -0.108, 0.346, 0.258, 0.201, 0.328, 0.308, -1.083, -0.529, 0.022, 0.288, -0.506, 0.327, 0.341, 0.263, 0.308, 0.330, 0.368, -0.163, -0.876, -0.426, -0.525, 0.291, -0.489, 0.243, 0.185, 0.313, 0.296, 0.312, 0.308, 0.286, -1.119, -0.385, -0.463, 0.272, -0.421, 0.327, 0.324, 0.309, 0.300, 0.306, 0.294, 0.288], "e_lumo_ev": -0.48, "e_homo_ha": -0.3263, "homo_lumo_gap_ev": 8.4, "e_above_lowest_kcal_mol": 133.5}

***

# 2
{"formula": "C4H9OPS", "method": "wB97M-V/def2-TZVPD", "elements": ["C", "C", "C", "C", "O", "P", "S", "H", "H", "H", "H", "H", "H", "H", "H", "H"], "positions_angstrom": [[-0.08804, 0.71270, 0.62167], [-0.63286, -0.63885, 1.06409], [-1.93051, -0.67759, 1.21037], [0.31974, -1.74880, 1.02335], [0.22730, 0.61687, -0.80984], [0.47323, 1.76373, -2.01684], [2.59656, 1.71995, -2.31955], [-0.76037, 1.47306, 0.91692], [0.91516, 0.87508, 0.94634], [-2.53638, -1.64575, 1.36203], [-2.68551, 0.15426, 1.30139], [2.44854, 2.73030, -3.24191], [1.29902, -1.32515, 0.89326], [0.02176, -2.35698, 0.20567], [0.28693, -2.42139, 1.98913], [0.04543, 0.76856, -3.14609]], "forces_ev_per_angstrom": [[1.5, -1.5, -0.6], [0.2, 2.4, -0.9], [-4.0, -1.6, 1.2], [-0.2, -1.5, 2.4], [-1.0, -0.3, -0.9], [0.5, -1.1, -0.9], [-1.0, 1.1, 0.1], [-0.6, 1.1, -0.3], [0.5, 0.4, 1.4], [1.4, 1.2, -0.1], [1.5, -0.4, -0.6], [0.4, -0.8, 0.4], [0.6, -0.3, -0.1], [0.3, -0.8, -0.8], [0.1, 1.4, -1.8], [-0.2, 0.8, 1.4]], "lowdin_spin": [0.042, 0.005, 0.017, 0.004, 0.273, 1.071, 0.340, 0.016, 0.007, 0.001, 0.001, 0.027, 0.002, 0.001, 0.000, 0.195], "multiplicity": 3, "e_lumo_ev": [0.72, -2.61], "e_homo_ha": [-0.1723, -0.3574], "homo_lumo_gap_ev": [5.4, 7.1], "e_above_lowest_kcal_mol": 81.7}

***

# 3
{"formula": "C5H16NS2", "method": "wB97M-V/def2-TZVPD", "elements": ["C", "C", "C", "N", "H", "H", "H", "H", "H", "H", "H", "H", "H", "H", "C", "C", "S", "S", "H", "H", "H", "H", "H", "H"], "positions_angstrom": [[1.48934, -0.11732, -2.28513], [1.27891, 0.90586, -1.20739], [1.20632, 2.34066, -1.71463], [-0.01498, 0.59938, -0.48635], [1.46406, -1.13796, -1.89757], [0.77571, 0.02615, -3.09771], [2.48240, -0.05269, -2.72518], [2.03174, 0.81681, -0.41976], [0.40331, 2.39981, -2.45106], [2.14078, 2.59804, -2.20693], [1.02458, 3.07540, -0.93148], [-0.03730, -0.26817, 0.10342], [-0.25503, 1.36384, 0.14688], [-0.77856, 0.47014, -1.15797], [-2.59413, -0.47829, 2.16657], [-1.42977, -1.42909, 2.37552], [-0.89536, -2.28462, 0.84070], [0.93400, -3.04818, 1.48632], [-3.43199, -0.96518, 1.67559], [-2.31634, 0.39197, 1.56421], [-2.91912, -0.09852, 3.13152], [-1.72736, -2.21739, 3.06388], [-0.54917, -0.92235, 2.76089], [1.71795, -1.96830, 1.26568]], "forces_ev_per_angstrom": [[0.3, -0.5, -0.3], [0.4, 0.4, 0.6], [-0.1, -0.4, -0.2], [-0.4, -0.1, 0.3], [-0.4, 0.0, 0.0], [-0.1, -0.2, 0.0], [0.1, 0.4, 0.0], [0.1, 0.0, -0.1], [0.0, 0.2, -0.1], [0.0, 0.0, 0.0], [0.0, -0.1, 0.1], [0.2, -0.1, -0.5], [-0.1, 0.1, -0.2], [0.0, 0.2, 0.1], [0.2, 0.1, -0.3], [-0.2, -0.3, 0.0], [0.5, 0.3, 0.3], [-0.3, 0.1, -0.3], [-0.1, -0.1, 0.0], [0.0, 0.0, 0.0], [-0.1, 0.0, 0.1], [0.2, 0.0, 0.1], [0.0, 0.0, 0.2], [-0.2, -0.1, 0.0]], "mulliken_charge": [-1.309, 0.264, -1.365, -0.138, 0.382, 0.389, 0.386, 0.259, 0.377, 0.388, 0.417, -0.121, 0.403, 0.446, -1.024, -0.367, -0.080, -0.122, 0.334, 0.231, 0.338, 0.398, 0.377, 0.135], "e_lumo_ev": -3.22, "e_homo_ha": -0.4752, "homo_lumo_gap_ev": 9.7, "e_above_lowest_kcal_mol": 8.4, "total_charge": 1}

***

# 4
{"formula": "C7H16O2S2Si", "method": "wB97M-V/def2-TZVPD", "elements": ["C", "C", "C", "C", "C", "C", "C", "O", "O", "Si", "S", "S", "H", "H", "H", "H", "H", "H", "H", "H", "H", "H", "H", "H", "H", "H", "H", "H"], "positions_angstrom": [[3.28799, 0.08166, 0.38939], [2.53817, 1.43586, 0.16678], [2.41530, -0.96781, 1.06341], [0.07344, 0.10187, 0.36094], [-2.17492, 0.65362, -1.89887], [-2.76545, 0.46784, 1.32752], [-1.99589, -2.00665, -0.65260], [0.44666, 2.63840, -0.58898], [1.08629, -1.44887, -1.27991], [-1.79694, -0.21751, -0.17489], [0.96638, 1.25811, -0.76177], [0.88838, -1.46336, 0.22298], [3.55900, -0.28077, -0.53380], [4.32973, 0.05927, 0.87783], [2.35955, 1.95630, 1.21905], [3.17175, 2.14533, -0.24897], [3.01483, -1.77924, 1.47188], [2.14995, -0.38231, 2.00363], [0.08024, 0.50268, 1.61663], [-1.23944, 0.45448, -2.54172], [-3.01804, 0.22259, -2.53604], [-2.36209, 1.72802, -2.03963], [-2.47538, -0.04925, 2.29699], [-2.65786, 1.54728, 1.24072], [-3.89002, 0.41801, 1.19558], [-1.01567, -2.26868, -1.04405], [-2.24442, -2.56346, 0.27671], [-2.73152, -2.24341, -1.42882]], "forces_ev_per_angstrom": [[0.5, 0.3, 0.8], [-0.1, -1.7, 4.1], [0.6, 1.8, 2.3], [-0.8, 1.5, 3.6], [0.6, -0.4, -1.3], [-1.2, -1.0, -0.6], [-0.2, -0.3, 1.1], [-0.8, -0.1, 0.0], [0.5, -0.8, 0.9], [-1.0, 1.5, -1.3], [0.9, 1.2, 0.4], [0.8, 0.3, -0.6], [0.4, -0.9, -2.6], [-1.7, 0.8, -0.1], [-0.4, -1.2, -1.9], [0.9, 1.2, -1.7], [-0.2, -0.5, -0.6], [-0.5, -1.2, -0.8], [0.0, -1.0, -3.8], [-1.2, 0.2, 0.9], [0.9, -0.1, 1.2], [0.4, -0.1, 0.8], [-0.3, 1.1, -1.1], [0.7, 0.2, 0.7], [1.1, -0.6, 0.1], [-0.1, -0.5, -0.1], [0.3, -0.1, -0.7], [0.0, 0.4, 0.3]], "mulliken_charge": [-0.783, -0.714, -0.554, -0.298, -1.160, -1.086, -1.130, -0.648, -0.616, 0.464, 0.465, 0.275, 0.392, 0.333, 0.267, 0.532, 0.488, 0.262, 0.422, 0.319, 0.339, 0.397, 0.287, 0.331, 0.349, 0.464, 0.252, 0.352], "e_lumo_ev": 0.38, "e_homo_ha": -0.3181, "homo_lumo_gap_ev": 9.0, "e_above_lowest_kcal_mol": 57.0}